Computed, not measured: a cluster of 5 separate species, C32H60F3N6O8PS in total, with the ωB97M-V functional and the def2-TZVPD basis.

```
111
Properties=species:S:1:pos:R:3:forces:R:3
C 7.965632 -3.858685 -2.192175 -0.70 0.97 0.61
C 6.751779 -2.921303 -2.306794 2.05 -0.71 -0.21
C 5.483516 -3.392531 -2.088393 -1.20 0.04 0.18
C 4.390864 -2.531859 -2.194117 -0.01 -0.33 0.02
C 4.626384 -1.217754 -2.510651 -0.40 1.50 -0.37
C 3.512483 -0.168216 -2.693102 0.54 -1.13 -0.50
C 3.130781 0.608355 -1.370053 -0.07 -0.86 -0.58
C 3.946790 -0.015401 -0.272847 0.50 0.06 0.85
N 4.652146 -0.468517 0.531816 -1.18 0.76 -1.09
C 3.248577 2.164813 -1.419553 -0.48 0.08 0.61
C 2.058844 2.797965 -0.754496 -0.52 -0.26 0.66
N 1.106581 3.220396 -0.242796 1.23 -0.39 -0.84
C 3.255885 2.825071 -2.835180 0.37 0.51 -0.41
C 4.616849 2.950417 -3.523699 0.44 -0.57 -0.10
O 4.879367 2.371510 -4.548016 -0.30 0.05 0.01
P 4.699550 2.950382 -0.429073 0.32 1.93 0.27
C 6.311284 2.134120 -0.801539 0.19 -0.77 0.39
O 4.445069 2.617296 1.166785 0.45 -0.60 -0.96
S 1.440649 -0.067786 -0.895396 0.70 -3.16 2.74
O 1.128004 0.167835 0.485448 -0.30 2.15 -0.41
O 1.530199 -1.501449 -1.043942 0.29 0.23 -1.84
C 0.085371 0.468470 -2.061350 -1.48 -0.45 -0.22
F 0.495143 1.066872 -3.170820 0.42 0.51 0.25
F -0.791384 1.182207 -1.388676 0.32 0.73 -0.04
F -0.563936 -0.629347 -2.436242 0.41 -0.37 0.00
C 5.917184 -0.749957 -2.729368 0.35 0.41 -0.29
C 7.003037 -1.591483 -2.649080 -0.64 -0.30 0.26
H 7.842142 -4.432351 -1.266371 0.14 -0.33 -0.44
H 8.843871 -3.219038 -2.036141 0.00 -0.40 -0.30
H 8.065233 -4.477108 -3.087707 0.13 -0.07 0.31
H 5.276545 -4.423325 -1.808548 0.34 0.09 -0.09
H 3.369779 -2.867705 -2.026962 0.23 -0.04 0.02
H 2.669251 -0.738223 -3.107985 -0.12 0.49 0.35
H 3.873567 0.460479 -3.512705 -0.33 0.38 0.48
H 2.577791 2.358911 -3.559377 0.12 -0.17 0.37
H 2.886561 3.853882 -2.698380 0.18 -0.24 0.05
H 5.434435 3.554439 -3.075577 -0.62 0.20 0.20
H 7.042921 2.658130 -0.164783 -0.37 0.05 -0.12
H 6.665767 2.257223 -1.829763 -0.32 0.09 0.14
H 6.390832 1.069363 -0.541898 -0.13 0.21 -0.12
H 4.912921 1.803090 1.412930 -0.33 -0.11 0.21
H 6.077059 0.294360 -3.000348 -0.14 -0.21 0.00
H 8.015116 -1.240216 -2.832296 -0.17 -0.08 0.04
C -2.509541 0.347235 -5.151492 -0.05 0.27 -0.15
O -3.742664 0.073823 -5.788557 0.11 -0.19 0.09
C -4.488527 -0.978926 -5.204276 -0.25 -0.16 -0.10
C -5.293175 -0.578463 -3.957008 0.26 0.29 0.06
C -4.439494 -0.415943 -2.702695 0.01 -0.15 0.17
N -6.055550 0.656033 -4.173768 -0.04 -0.15 -0.19
H -2.040410 -0.560341 -4.761504 -0.05 -0.01 0.06
H -2.648204 1.076366 -4.349144 0.14 -0.09 0.13
H -1.841111 0.793539 -5.888897 -0.06 -0.05 -0.06
H -5.196451 -1.296026 -5.974835 0.01 0.09 -0.03
H -3.841526 -1.842205 -5.000844 0.07 0.06 0.10
H -6.005525 -1.385930 -3.760329 0.00 -0.01 -0.11
H -3.883487 0.521662 -2.693227 -0.02 0.01 -0.08
H -5.072370 -0.416868 -1.813919 -0.02 0.03 -0.04
H -3.725926 -1.237086 -2.603053 0.01 0.02 0.01
H -6.704668 0.510873 -4.942430 -0.09 0.00 0.09
H -5.408408 1.354135 -4.532229 0.00 0.04 0.12
C -0.007202 2.811505 6.242721 0.20 0.21 0.09
O 1.262692 2.441451 5.739127 -0.16 -0.17 0.00
C 1.229606 1.551722 4.636863 0.25 -0.16 -0.12
C 0.960991 2.207570 3.276281 -0.23 0.27 0.10
C -0.497330 2.598074 3.059986 -0.18 -0.12 -0.16
N 1.799717 3.387128 3.055802 0.27 -0.11 0.20
H -0.728712 1.992414 6.172069 -0.01 0.01 -0.08
H -0.386614 3.693394 5.722084 -0.19 -0.08 -0.02
H 0.114811 3.076608 7.293561 0.06 -0.05 -0.01
H 2.226072 1.101018 4.598408 0.03 0.06 0.07
H 0.521601 0.732679 4.824234 -0.10 0.06 0.01
H 1.214103 1.467657 2.510694 0.05 0.01 0.08
H -0.767685 3.509667 3.593795 0.07 -0.01 0.06
H -0.682200 2.783081 2.001180 0.09 0.02 0.01
H -1.171084 1.799668 3.381881 0.00 0.01 0.02
H 2.775208 3.102728 3.088712 0.01 0.06 -0.21
H 1.697951 4.001286 3.860548 -0.11 0.02 -0.05
C -9.038012 -0.660622 -0.358484 -0.23 -0.08 0.15
O -8.535736 -0.936052 0.937311 0.15 0.00 -0.17
C -7.229766 -0.447853 1.184515 0.18 -0.05 0.23
C -7.161753 1.044439 1.547222 -0.32 0.07 -0.21
C -7.339986 1.975348 0.351226 0.18 0.11 -0.09
N -8.146028 1.399536 2.575567 0.10 -0.22 0.09
H -8.249422 -0.685458 -1.116186 0.03 0.09 0.02
H -9.547422 0.305013 -0.377510 0.08 0.05 -0.17
H -9.775713 -1.426683 -0.599770 0.05 -0.04 0.06
H -6.862018 -1.019361 2.041281 -0.09 -0.02 0.02
H -6.564610 -0.684545 0.343375 -0.05 0.09 -0.09
H -6.163403 1.231355 1.955056 -0.01 -0.11 0.04
H -8.381100 2.057090 0.039759 -0.01 -0.07 0.04
H -7.005029 2.981685 0.604831 -0.03 -0.02 0.06
H -6.752692 1.635202 -0.505093 -0.04 0.00 -0.01
H -7.957149 0.855173 3.412984 0.04 0.11 0.05
H -9.050225 1.055116 2.261914 -0.01 0.11 -0.03
C -1.126941 -4.006321 3.990352 -0.03 -0.15 -0.26
O -0.682858 -3.179804 2.930853 -0.05 0.09 0.21
C 0.167291 -2.115268 3.320825 0.09 0.31 -0.22
C 1.636775 -2.512027 3.533438 -0.12 -0.35 0.07
C 1.889338 -3.258170 4.840296 0.11 0.09 0.18
N 2.147171 -3.318283 2.419794 -0.11 0.19 -0.13
H -1.284720 -3.438895 4.912129 0.08 0.00 0.02
H -0.421313 -4.821480 4.165995 -0.01 0.02 0.20
H -2.076162 -4.451856 3.690703 0.00 0.07 -0.04
H 0.131111 -1.396695 2.496742 -0.02 -0.08 -0.04
H -0.240762 -1.600460 4.201476 0.02 -0.12 0.10
H 2.217954 -1.584947 3.574362 -0.08 0.05 -0.09
H 1.573102 -4.300140 4.791814 -0.05 0.02 -0.06
H 2.954961 -3.260823 5.072406 -0.01 -0.01 -0.06
H 1.368555 -2.780484 5.673664 -0.01 -0.02 -0.01
H 2.079238 -2.773919 1.562608 0.12 0.02 0.01
H 1.492029 -4.082619 2.274011 0.06 -0.05 0.05
```
Forces are in eV/Å.

Its SMILES is Cc1ccc(C[C@@](C#N)([C@](C#N)(CC=O)P(C)O)S(=O)(=O)C(F)(F)F)cc1.COC[C@@H](C)N.COC[C@@H](C)N.COC[C@@H](C)N.COC[C@@H](C)N. For the LUMO energy, the calculation gives -0.393 eV. The HOMO-LUMO gap comes out at 8.39 eV. For the maximum force, the calculation gives 4.24 eV Å⁻¹.